No. 1
Density functional theory data (wB97M-V/def2-TZVPD) for a 2-piece molecular cluster, C3H12N overall.

Results
- HOMO level (spin up / spin down) (eV) = -4.15 / -11.11
- DFT total energy (eV) = -4791.895
- 2S+1 = 2
- relative energy (zero: lowest compared OMol25 entry of this formula, charge and spin) (eV) = 0.716

XYZ file:
```
16
Properties=species:S:1:pos:R:3:lowdin_charge:R:1
N 2.16 -0.51 1.02 0.00
H 3.18 -0.69 1.16 0.03
H 1.82 -0.08 0.13 0.04
H 2.08 0.26 1.71 0.03
H 1.75 -1.36 1.53 0.02
C -1.00 -0.67 -1.54 -0.12
C -1.44 0.48 -0.61 -0.33
C -0.59 0.73 0.63 -0.18
H -1.52 -0.48 -2.49 0.07
H 0.08 -0.66 -1.52 0.04
H -1.47 -1.62 -1.29 0.07
H -1.46 1.44 -1.14 0.09
H -2.52 0.52 -0.44 0.10
H -0.17 -0.08 1.22 0.02
H -1.16 1.35 1.32 0.07
H 0.25 1.35 0.32 0.04
```

No. 2
Density functional theory data (wB97M-V/def2-TZVPD) for a 2-piece molecular cluster, C3H12N2 overall.

Results
- HOMO level (spin up / spin down) (eV) = 1.23 / -6.01
- DFT total energy (eV) = -6284.443
- 2S+1 = 2
- relative energy (zero: lowest compared OMol25 entry of this formula, charge and spin) (eV) = 0.000
- net charge = -1

XYZ file:
```
17
Properties=species:S:1:pos:R:3:lowdin_charge:R:1
N -0.19 3.47 1.66 -0.17
H -1.20 3.50 1.88 -0.07
H -0.39 2.95 0.79 -0.07
H 0.10 2.70 2.28 -0.06
C -0.93 -0.53 -1.19 -0.27
C 0.47 -0.95 -0.75 -0.57
C 0.77 -0.45 0.66 -0.20
N 0.76 -2.39 -0.80 -0.01
H -0.93 0.55 -1.37 0.02
H -1.23 -0.96 -2.16 0.04
H -1.68 -0.86 -0.47 0.03
H 1.16 -0.48 -1.46 0.11
H 1.72 -0.86 0.99 0.05
H 0.73 0.65 0.72 0.03
H -0.02 -0.72 1.36 0.03
H 0.88 -2.70 -1.76 0.04
H -0.01 -2.90 -0.39 0.04
```

No. 3
Density functional theory data (wB97M-V/def2-TZVPD) for a 2-piece molecular cluster, C3H12N2 overall.

Results
- HOMO level (spin up / spin down) (eV) = 1.49 / -4.98
- DFT total energy (eV) = -6283.241
- 2S+1 = 2
- relative energy (zero: lowest compared OMol25 entry of this formula, charge and spin) (eV) = 1.202
- net charge = -1

XYZ file:
```
17
Properties=species:S:1:pos:R:3:lowdin_charge:R:1
C -1.65 -0.40 1.56 -0.22
C -1.89 1.23 1.30 -0.21
H -2.30 -0.74 2.36 0.02
H -1.90 -0.99 0.67 0.03
H -0.61 -0.54 1.88 0.01
H -3.02 1.35 1.24 0.05
H -1.41 1.54 0.40 0.00
H -1.53 1.86 2.18 0.05
N 2.57 -0.89 -0.73 -0.14
C 1.45 0.03 -1.08 -0.61
N 0.41 -0.41 -2.06 -0.06
H 2.96 -0.62 0.15 -0.07
H 3.42 -1.08 -1.38 0.01
H 1.89 0.99 -1.52 0.05
H 0.79 0.29 -0.23 0.07
H -0.06 -1.22 -1.76 0.01
H 0.87 -0.39 -2.98 0.02
```

No. 4
Density functional theory data (wB97M-V/def2-TZVPD) for C3H12N2O as an isolated structure.

Results
- HOMO level (eV) = -8.15
- DFT total energy (eV) = -8326.116
- 2S+1 = 1
- relative energy (zero: lowest compared OMol25 entry of this formula, charge and spin) (eV) = 7.206

XYZ file:
```
18
Properties=species:S:1:pos:R:3:lowdin_charge:R:1
N -1.49 -1.55 1.63 0.07
C 0.16 -0.83 -0.10 -0.14
C -0.48 -0.32 -1.34 -0.10
C 0.64 0.26 0.89 -0.31
N 1.64 1.15 0.42 0.09
H -1.55 -2.31 2.30 0.02
H 0.95 -1.57 -0.26 0.13
H -0.68 -1.35 0.60 0.04
H -1.19 0.47 -1.09 0.08
H -1.01 -1.09 -1.91 0.10
H 0.25 0.19 -2.01 0.10
H -0.25 0.81 1.20 0.12
H 0.92 -0.24 1.83 0.11
H 2.52 0.67 0.24 0.09
H 1.33 1.71 -0.43 0.02
H -2.44 -1.28 1.38 0.02
H 0.38 3.10 -1.78 -0.06
O 0.30 2.17 -1.57 -0.37
```

No. 5
Density functional theory data (wB97M-V/def2-TZVPD) for a 2-piece molecular cluster, C3H12N2O overall.

Results
- HOMO level (eV) = -9.27
- DFT total energy (eV) = -8332.581
- 2S+1 = 1
- relative energy (zero: lowest compared OMol25 entry of this formula, charge and spin) (eV) = 0.741
- SMILES = NCCCN.O

XYZ file:
```
18
Properties=species:S:1:pos:R:3:lowdin_charge:R:1
N 0.17 1.02 -1.60 -0.04
C -0.96 0.53 -0.72 -0.26
C -0.30 -0.32 0.39 -0.23
C -1.39 -1.21 0.94 -0.32
N -0.86 -1.99 2.11 -0.04
H 0.25 0.26 -2.31 0.09
H -0.19 1.80 -2.16 0.07
H -1.38 1.47 -0.35 0.10
H -1.81 -0.08 -1.17 0.12
H 0.28 0.30 1.07 0.12
H 0.40 -1.03 -0.08 0.11
H -2.15 -0.47 1.25 0.11
H -1.82 -1.93 0.22 0.11
H -1.12 -2.98 2.18 0.05
H 0.21 -2.09 1.92 0.09
O 2.85 1.63 -0.78 -0.10
H 1.93 1.76 -1.08 -0.02
H 3.27 2.49 -0.66 0.02
```

No. 6
Density functional theory data (wB97M-V/def2-TZVPD) for a 2-piece molecular cluster, C3H12N2O overall.

Results
- HOMO level (eV) = -7.63
- DFT total energy (eV) = -8331.148
- 2S+1 = 1
- relative energy (zero: lowest compared OMol25 entry of this formula, charge and spin) (eV) = 2.174
- SMILES = C[NH2+]C[O-].CN

XYZ file:
```
18
Properties=species:S:1:pos:R:3:lowdin_charge:R:1
C -0.60 -1.98 -0.51 -0.11
N -0.81 -0.52 -0.77 -0.06
C -0.03 -0.23 -2.30 -0.45
O -0.35 -1.11 -3.15 -0.19
H -1.10 -2.56 -1.34 0.10
H -1.05 -2.25 0.47 0.08
H 0.47 -2.26 -0.51 0.09
H -0.40 0.06 0.01 0.07
H -1.85 -0.30 -1.03 0.18
H 1.05 -0.25 -1.85 0.11
H -0.35 0.76 -2.47 0.07
C 0.40 1.88 2.22 -0.18
N 0.85 0.81 1.29 -0.09
H -0.45 1.53 2.95 0.09
H 1.23 2.20 2.88 0.06
H -0.03 2.76 1.64 0.08
H 1.47 0.18 1.78 0.07
H 1.57 1.27 0.68 0.10
```

No. 7
Density functional theory data (wB97M-V/def2-TZVPD) for a 2-piece molecular cluster, C3H12N2O overall.

Results
- HOMO level (eV) = -8.97
- DFT total energy (eV) = -8333.107
- 2S+1 = 1
- relative energy (zero: lowest compared OMol25 entry of this formula, charge and spin) (eV) = 0.215
- SMILES = NCCCN.O

XYZ file:
```
18
Properties=species:S:1:pos:R:3:lowdin_charge:R:1
N -1.08 -0.14 2.40 -0.02
C -0.71 -0.32 0.99 -0.31
C 0.53 0.51 0.69 -0.23
C 0.90 0.60 -0.77 -0.33
N 2.24 1.11 -0.97 -0.02
H -0.36 -0.49 3.02 0.06
H -1.92 -0.68 2.60 0.06
H -0.48 -1.35 0.70 0.10
H -1.56 0.02 0.40 0.11
H 1.39 0.14 1.22 0.11
H 0.37 1.51 1.11 0.11
H 0.82 -0.39 -1.23 0.10
H 0.14 1.17 -1.32 0.11
H 2.38 1.99 -0.48 0.06
H 2.37 1.31 -1.95 0.06
O -1.56 -1.31 -1.98 -0.06
H -1.80 -2.14 -1.53 0.04
H -1.70 -1.53 -2.91 0.04
```

No. 8
Density functional theory data (wB97M-V/def2-TZVPD) for a 2-piece molecular cluster, C3H12N2O overall.

Results
- HOMO level (eV) = -9.34
- DFT total energy (eV) = -8331.938
- 2S+1 = 1
- relative energy (zero: lowest compared OMol25 entry of this formula, charge and spin) (eV) = 1.384
- SMILES = CCO.NCN

XYZ file:
```
18
Properties=species:S:1:pos:R:3:lowdin_charge:R:1
C -1.13 2.80 1.50 -0.09
C 0.19 2.06 1.74 -0.33
O 0.25 0.83 1.08 -0.10
H -1.17 3.02 0.42 0.09
H -1.26 3.68 2.02 0.05
H -1.88 2.10 1.82 0.07
H 1.06 2.69 1.27 0.15
H 0.14 1.80 2.76 0.09
H 0.30 0.06 1.67 0.09
N -0.61 -1.64 -1.12 -0.02
C 0.44 -2.11 -2.00 -0.39
N 1.65 -2.51 -1.18 -0.02
H -0.50 -0.72 -0.75 0.02
H -1.50 -1.55 -1.69 0.10
H 0.73 -1.37 -2.81 0.11
H -0.05 -2.97 -2.41 0.08
H 2.25 -3.10 -1.77 0.06
H 1.09 -3.08 -0.56 0.04
```

No. 9
Density functional theory data (wB97M-V/def2-TZVPD) for a 2-piece molecular cluster, C3H12N2O overall.

Results
- HOMO level (eV) = -8.91
- DFT total energy (eV) = -8331.291
- 2S+1 = 1
- relative energy (zero: lowest compared OMol25 entry of this formula, charge and spin) (eV) = 2.032
- SMILES = CNCCN.O

XYZ file:
```
18
Properties=species:S:1:pos:R:3:lowdin_charge:R:1
C -1.31 -1.02 -1.88 -0.13
N -0.33 -0.32 -0.92 -0.14
C -0.84 1.04 -0.80 -0.28
C 0.19 1.94 0.13 -0.20
N 1.65 1.58 -0.41 -0.06
H -1.28 -2.09 -1.64 0.07
H -2.30 -0.71 -1.86 0.03
H -0.98 -1.02 -3.01 0.10
H -0.45 -0.84 -0.05 0.10
H -1.81 1.03 -0.21 0.10
H -1.11 1.44 -1.82 0.12
H 0.13 1.79 1.20 0.07
H -0.20 2.99 -0.10 0.10
H 2.25 2.45 -0.10 0.08
H 1.99 0.70 0.02 0.04
O 1.34 -3.25 3.59 -0.07
H 2.22 -2.94 3.56 0.00
H 0.85 -2.75 4.30 0.07
```

No. 10
Density functional theory data (wB97M-V/def2-TZVPD) for a 2-piece molecular cluster, C3H12N2O overall.

Results
- HOMO level (eV) = -9.12
- DFT total energy (eV) = -8331.745
- 2S+1 = 1
- relative energy (zero: lowest compared OMol25 entry of this formula, charge and spin) (eV) = 1.577
- SMILES = NCCCN.O

XYZ file:
```
18
Properties=species:S:1:pos:R:3:lowdin_charge:R:1
N -1.56 1.06 1.48 -0.02
C -0.41 0.80 0.53 -0.30
C -0.35 -0.73 0.23 -0.20
C 0.97 -1.36 -0.51 -0.30
N 0.76 -2.73 -0.58 -0.02
H -2.29 0.34 1.53 0.05
H -2.11 1.90 1.21 0.07
H -0.45 1.27 -0.45 0.06
H 0.47 1.17 1.11 0.11
H -1.31 -1.00 -0.30 0.11
H -0.51 -1.32 1.20 0.12
H 1.01 -0.95 -1.66 0.15
H 1.83 -0.97 0.01 0.09
H 1.49 -3.24 -0.22 0.04
H 0.70 -3.09 -1.50 0.07
O 0.38 3.30 -0.61 -0.09
H 1.23 2.99 -0.24 0.05
H 0.14 2.57 -1.22 0.03
```

No. 11
Density functional theory data (wB97M-V/def2-TZVPD) for a 2-piece molecular cluster, C3H12N2O overall.

Results
- HOMO level (eV) = -8.68
- DFT total energy (eV) = -8332.673
- 2S+1 = 1
- relative energy (zero: lowest compared OMol25 entry of this formula, charge and spin) (eV) = 0.649
- SMILES = CNCCN.O

XYZ file:
```
18
Properties=species:S:1:pos:R:3:lowdin_charge:R:1
C -0.81 2.44 0.89 -0.13
N -0.24 1.17 0.43 -0.14
C 0.79 1.31 -0.57 -0.27
C 1.16 -0.04 -1.17 -0.29
N 0.31 -0.32 -2.32 -0.01
H -0.12 3.01 1.52 0.07
H -1.00 3.10 0.04 0.07
H -1.75 2.24 1.38 0.07
H 0.05 0.67 1.26 0.10
H 1.70 1.78 -0.17 0.11
H 0.37 1.94 -1.35 0.11
H 1.00 -0.76 -0.38 0.10
H 2.23 -0.03 -1.37 0.10
H 0.40 -1.25 -2.68 0.06
H -0.63 -0.07 -2.06 0.06
O -0.93 -3.83 2.34 -0.06
H -1.42 -3.51 1.58 0.03
H -0.76 -4.76 2.19 0.03
```

No. 12
Density functional theory data (wB97M-V/def2-TZVPD) for a 2-piece molecular cluster, C3H12N2O overall.

Results
- HOMO level (spin up / spin down) (eV) = -15.07 / -14.45
- DFT total energy (eV) = -8324.247
- 2S+1 = 2
- relative energy (zero: lowest compared OMol25 entry of this formula, charge and spin) (eV) = 0.604
- net charge = +1

XYZ file:
```
18
Properties=species:S:1:pos:R:3:lowdin_charge:R:1
N 0.57 0.43 -1.19 0.17
C -0.11 -0.75 -0.82 -0.34
C 0.15 -1.89 -1.82 -0.02
C 0.35 -1.34 0.61 -0.17
N 0.30 -0.46 1.70 0.14
H 0.00 1.26 -1.30 0.12
H 1.49 0.63 -0.83 0.13
H -1.18 -0.56 -0.83 0.15
H 0.31 -1.52 -2.81 0.08
H 0.98 -2.57 -1.60 0.09
H -0.71 -2.57 -1.90 0.10
H 1.33 -1.76 0.56 0.13
H -0.33 -2.19 0.78 0.15
H -0.58 -0.25 2.17 0.13
H 0.88 0.37 1.62 0.11
H -0.86 3.16 0.35 0.02
H -0.59 2.81 1.80 0.02
O -1.10 3.40 1.24 -0.03
```